DFT (ωB97M-V/def2-TZVPD) results for the molecule C25H30FN3O5 at a distorted geometry.

- energy above the lowest of the compared OMol25 structures with the same formula, charge and spin (eV) = 0.0950
- E (eV) = -43838.249
- Kohn-Sham gap (eV) = 9.48
- SMILES string = O=C(NCC(=O)N(C[C@H]1CCCO1)[C@@H](C(=O)NC1CCCC1)c1ccc(F)cc1)c1ccco1

Each line ends with the natural charge from an NBO analysis.
Atoms and positions in Å:
O -2.332 -0.238 2.573  -0.645
C -3.013 -0.852 1.765  0.646
N -2.665 -2.067 1.284  -0.597
H -3.261 -2.512 0.604  0.416
C -1.489 -2.776 1.720  -0.324
C -0.452 -3.042 0.620  0.672
O -0.167 -4.193 0.336  -0.629
N 0.130 -1.992 0.002  -0.433
C 1.148 -2.310 -0.985  -0.269
H 1.285 -1.449 -1.638  0.247
H 0.814 -3.179 -1.561  0.225
C 2.473 -2.674 -0.296  0.098
H 2.270 -3.452 0.447  0.197
C 3.535 -3.121 -1.321  -0.433
H 3.719 -4.191 -1.267  0.223
C 4.761 -2.288 -0.948  -0.425
H 5.388 -2.044 -1.801  0.214
C 4.102 -1.057 -0.330  -0.071
H 4.744 -0.510 0.360  0.189
O 3.009 -1.563 0.410  -0.541
H 3.743 -0.377 -1.115  0.175
H 5.360 -2.802 -0.196  0.203
H 3.203 -2.874 -2.329  0.203
C -0.236 -0.616 0.246  -0.158
C -1.380 -0.141 -0.635  -0.053
C -1.928 1.115 -0.395  -0.190
C -2.979 1.587 -1.158  -0.274
C -3.481 0.783 -2.166  0.393
C -2.950 -0.463 -2.433  -0.295
C -1.892 -0.918 -1.665  -0.146
H -1.477 -1.893 -1.867  0.215
H -3.361 -1.064 -3.229  0.229
F -4.527 1.224 -2.898  -0.329
H -3.415 2.556 -0.975  0.232
H -1.539 1.724 0.406  0.225
H -0.554 -0.524 1.289  0.246
C 0.894 0.425 0.026  0.722
O 1.404 0.620 -1.057  -0.650
N 1.120 1.166 1.124  -0.605
H 0.655 0.903 1.978  0.407
C 1.879 2.403 1.167  -0.040
H 1.905 2.715 2.216  0.198
C 3.309 2.323 0.632  -0.419
C 3.700 3.794 0.507  -0.401
H 4.038 4.169 1.475  0.196
C 2.409 4.518 0.080  -0.407
H 2.455 4.811 -0.968  0.210
H 2.263 5.422 0.670  0.204
C 1.265 3.519 0.309  -0.419
H 0.401 3.977 0.789  0.206
H 0.943 3.084 -0.637  0.225
H 4.507 3.940 -0.208  0.212
H 3.289 1.849 -0.346  0.231
H 3.969 1.761 1.289  0.210
H -1.774 -3.761 2.104  0.231
H -1.040 -2.199 2.535  0.246
C -4.261 -0.318 1.213  0.155
C -4.938 0.834 1.521  -0.237
C -6.050 0.881 0.655  -0.317
C -5.971 -0.240 -0.116  0.120
O -4.900 -0.974 0.212  -0.402
H -6.595 -0.609 -0.906  0.211
H -6.803 1.640 0.609  0.235
H -4.661 1.542 2.273  0.243